Entry from the OMol25 dataset: 12 unconnected molecules or ions with the total composition C52H140N12O14 in a non-equilibrium geometry (ωB97M-V/def2-TZVPD).

XYZ file:
```
218
Properties=species:S:1:pos:R:3:forces:R:3
H -0.20884 1.43804 6.62395 -1.9646 -0.5524 -0.1791
H -3.77468 3.77065 3.08058 -0.2729 -1.0075 1.6332
H -1.14673 1.62655 -0.35201 -0.1428 -0.2270 0.4084
C -6.25740 0.64737 -0.54575 1.1877 0.3330 -1.8811
H -3.29190 5.31083 0.23147 -0.6141 -0.1317 -0.8473
H 1.13668 -3.51066 -0.32273 -1.0075 -0.6474 -0.0743
H 4.51017 3.74082 2.47507 -0.3729 0.0185 -0.4801
C 3.33441 -1.04851 2.31149 0.3573 -1.5651 -0.8973
C -6.88781 -1.13928 -3.73628 -1.4746 0.1081 -0.5527
C 1.87622 4.38849 -3.38010 0.0136 -0.9990 1.2052
O 0.85081 4.02935 5.78176 -0.3469 0.3225 -0.1786
C -0.94931 -0.50034 -0.46525 -0.6931 1.6586 -0.6854
C -2.07820 -7.09375 3.29665 -1.7189 -1.1772 1.4166
H 1.14693 2.14804 -0.15704 -0.3716 0.0245 0.3054
H 0.16267 0.01506 1.83069 -0.6033 1.0210 0.3910
N -3.45395 -3.26704 -0.20744 -0.9176 0.6754 0.2417
H 3.95689 0.97033 -3.83449 -0.2228 0.5146 0.0199
H -0.79057 -0.54245 -1.54893 0.3482 -0.2208 0.2192
C 3.95964 4.22856 -0.96122 -0.3326 0.0320 -0.5780
H -1.51300 -2.80482 -4.36832 0.4682 0.1879 0.0813
H 6.63360 1.69298 2.82294 -0.2932 -0.3949 0.5630
C -1.04433 -5.09996 2.89642 -0.5427 1.5386 -0.0029
H 2.83182 1.55748 4.68280 -0.1524 0.5661 -0.6475
H -3.05530 -3.00041 3.61354 1.0851 -0.3020 -0.5588
H -3.42340 1.04160 -2.12252 0.2074 -0.3849 0.2634
H -2.98264 -1.18699 -3.85036 -0.5829 0.2540 0.4183
H 4.52259 4.65186 4.01157 0.5134 -0.7153 -0.4320
H 6.90885 3.67784 4.30596 -0.0338 0.0527 -0.3987
H 2.51767 4.75643 -5.48273 -0.0391 -0.4306 0.9439
C 1.84794 -5.10174 -2.26361 -1.0428 -0.7853 -0.7207
H -0.05774 4.97714 2.20409 -0.4001 -0.1933 -0.5808
H 3.87881 5.13771 -1.55296 0.1099 0.2050 -0.3959
H -1.42995 -3.71043 5.29821 0.2960 -0.0719 0.1528
O 0.54574 -4.67531 -1.94149 -0.4020 -0.3073 1.0739
C 3.54739 -2.52305 1.79919 0.1897 0.8641 -0.4231
C 3.58688 0.15945 -4.44672 0.8918 -1.9215 0.5100
H -2.23207 6.60013 0.77197 -0.1883 -0.7415 0.4250
C -2.62094 -7.93517 -1.21383 -0.9180 0.9293 -1.2917
O -6.55227 -2.24910 -5.90232 0.6261 -0.2898 -0.0806
H 1.13156 0.64529 -4.36560 0.4471 -0.1783 0.7079
H 1.71594 2.54906 -2.61426 -0.4197 -0.5317 -0.0985
O -1.15176 -0.74470 -4.51417 1.5488 -0.3118 0.3113
H 3.12616 -0.74289 6.63410 0.8376 -0.0668 0.0264
H -5.17385 -3.58449 -2.26074 -0.0822 0.2340 -0.3576
H -0.09727 4.88636 -1.38298 1.9103 -0.3609 -0.2319
H 0.81488 5.04973 4.15192 -0.2268 0.7774 -0.4701
H 2.26482 -1.53479 -4.32918 0.1829 0.2464 0.2410
H 0.53186 -0.29233 -3.22951 0.5024 -0.0439 0.0312
H -4.80726 -5.27873 -2.61824 0.3748 0.2876 -0.0553
H -1.52590 0.42394 4.17145 0.5231 -0.4869 -0.3633
O 4.29824 -1.92093 -2.64480 -1.4687 0.3205 -0.8918
H 4.55922 0.32090 3.49747 0.3582 0.0673 -0.3854
C 1.40583 -6.03815 -4.59366 0.2911 -0.4043 0.0848
C 6.83453 4.99504 2.55467 -2.7751 0.6764 0.1892
C -2.94766 -5.62167 -0.68301 -0.6213 -0.7039 0.8210
H 0.96101 1.62225 9.48408 -0.3772 0.9523 -0.8892
H -2.06412 -5.43925 -1.30234 -0.2948 0.0261 -0.4617
H 2.72664 2.30191 3.05040 -0.1025 -0.1881 -0.9388
H -4.38564 4.08072 1.53190 -0.3200 -0.1401 -0.4394
H 1.33250 1.52832 5.91091 0.5720 -0.1133 -0.9454
H -0.01316 -5.39421 3.00365 0.5779 -0.7401 0.2759
O 3.11778 4.40822 0.16200 0.7377 -0.0280 0.0924
C 3.27431 5.68079 0.73962 0.8294 0.4274 1.7434
H 5.05513 -1.41924 3.70045 -0.5449 0.6698 -0.5430
C 3.02637 -1.26980 -2.33099 1.2084 -0.6105 -0.9146
N -4.13810 1.32420 -4.69024 0.1858 1.2141 -0.3678
C -1.20910 4.77595 0.32259 -1.0983 0.7160 -0.8997
C 2.00544 -4.90284 -3.75165 -0.6382 -0.1904 -0.0534
C -5.58356 -2.76888 -6.83242 -0.0369 0.6510 0.6783
N 6.89671 2.59284 2.47672 0.0474 0.9930 -0.0823
H -0.68091 3.74895 7.13980 -0.6403 -0.0223 0.0795
H -2.49868 -7.64013 4.22734 0.9096 0.2305 -1.8288
C 4.19915 -0.70554 3.52075 0.3024 -0.6434 1.4455
H -1.63725 1.39187 -2.35315 0.7063 -0.6086 0.4639
H 0.33015 6.06449 5.60522 0.3228 0.0321 -0.1225
H 1.73128 -7.02996 -4.25169 0.3902 0.2654 0.0410
N 3.58803 -0.06391 1.22371 0.0001 -1.0567 0.8666
H 0.78752 4.53515 -3.32049 0.2979 0.3005 -0.6329
C -0.03542 5.14617 1.11580 1.8196 1.1443 0.4823
H -0.19072 1.81180 2.08562 0.1913 -0.4565 -0.8702
C -0.69127 -3.25112 4.63682 -0.2848 1.3410 0.6547
H -2.14686 -7.72339 -2.25199 -0.3598 -0.5962 1.7753
C -4.38872 -4.33708 -2.23932 0.0702 0.0767 1.6355
C 2.43874 3.93845 -4.70453 1.2756 -0.0004 -1.5119
H -0.77824 4.90128 4.93043 -1.2557 -0.1219 -0.4641
O 4.46985 2.57739 4.17408 0.5338 0.4797 -0.6909
H -0.48012 -1.28518 0.06568 0.4182 -1.1109 0.3503
H -4.74963 -1.01161 1.86489 0.0518 0.9122 -1.1463
H 0.31613 -6.11514 -4.51305 0.1096 0.5223 -0.1637
O 3.36530 -0.79674 4.69398 -0.1672 -0.0553 -0.5539
C -2.63020 1.46617 -2.72685 -0.4411 0.4291 -2.6114
H -4.81733 -3.43849 -6.36981 -0.5463 0.5722 -0.0359
H 0.81137 3.23451 9.68630 -0.0136 -0.0975 -0.6358
H -0.25453 -3.21389 2.57884 0.4025 0.4869 -0.6609
C 0.67845 3.10102 -6.00560 -1.0601 -0.5275 0.0056
H -4.90681 -4.87624 -0.28906 -0.2579 -0.1768 0.9038
H 0.45135 -5.10388 0.17031 0.2398 -0.2509 -0.4459
C -1.95802 1.01969 3.36927 -1.4080 1.1852 -0.1208
N 0.89342 1.17012 -0.28149 0.5237 -0.4453 -0.3856
H -7.41795 -2.00939 -3.29461 0.3713 0.2512 0.1659
H 3.38260 2.15324 -1.15739 -0.0494 0.3457 -0.2954
H -4.74975 0.89443 -4.00522 -0.5714 0.3999 0.0681
H -4.22118 -2.56189 -0.29839 1.0125 -0.5948 0.2463
H 3.02865 -3.20368 2.45880 -0.1414 -0.2519 0.2697
C 2.52858 -0.66835 -3.68025 0.5048 -0.4947 -0.0205
H -2.58337 -5.63984 0.33830 0.3112 -0.2901 0.4841
H 0.68623 4.86772 7.61768 -0.6239 -1.3378 -0.0428
O -3.58578 -6.89321 -0.96143 0.6476 0.4594 -0.2249
C 0.36287 -4.30395 -0.58096 -0.1201 1.0765 -0.0277
H 0.88511 3.59662 -6.95871 -0.3681 0.0735 -0.0526
N 3.43366 -4.76716 -3.92150 0.8916 0.6571 -2.0349
C -5.91672 -1.58538 -4.83844 0.8018 0.6124 0.9075
H -2.84615 -7.08099 2.51800 -0.1642 -0.2460 -0.0740
N -6.25889 -0.23467 -2.76054 1.8213 -1.5027 -1.2671
O -1.84265 0.63670 2.03073 0.8391 -0.6007 -0.0703
H -1.92477 -7.90478 -0.38260 0.6075 -0.3372 -0.1406
H -6.14184 -3.32656 -7.54526 -0.4393 -0.5633 -0.5606
N 0.58989 2.48501 9.02420 0.4061 -0.8953 1.0559
O 1.86229 2.81585 -5.36058 0.4890 0.1440 1.3644
C 5.12262 -2.12469 -1.55180 1.0785 0.4928 0.6861
H 4.60359 -2.81319 1.78663 -0.0880 0.1537 -0.1249
H 3.70911 -3.85692 -3.53052 0.1148 -0.3977 -0.1100
H 0.32568 -3.37843 4.99004 0.1962 -0.5600 -0.0396
C -2.53170 -0.48883 -4.55703 0.2870 -0.3234 -0.2508
C 0.38817 3.88271 7.10287 1.1048 2.0530 -0.1133
H -5.07572 -2.22858 -4.46570 -0.6873 0.3129 0.1573
H 5.12050 -1.20281 -0.92705 0.3254 -0.5426 -0.1154
H 3.13412 -2.67391 0.77475 0.2206 0.2755 0.6730
H 6.47686 2.65784 1.54476 0.1492 0.0948 0.3564
H -2.92188 3.00940 1.61093 -0.7315 1.1066 0.9463
C 4.92402 3.73544 3.47610 -0.5052 0.4857 0.9375
H -1.46111 3.76644 0.49673 0.1554 -1.7327 -0.2510
O -5.75957 -0.45369 0.13207 -0.5840 -1.6244 0.1912
H 0.21126 2.11975 -6.13030 -0.1877 0.1827 -0.5838
H -3.03670 0.98081 3.45258 -0.3368 0.3086 0.9130
H 2.37267 5.28934 -3.05638 0.0101 0.6763 -0.3060
O -1.91675 -5.79223 3.76928 1.2132 0.7545 -0.7308
N 1.39696 0.20375 -3.46784 -1.3339 0.5839 -0.2087
H 6.16331 -2.34871 -1.92311 -1.0830 0.2167 0.3888
C 3.47276 3.05754 -1.78542 -1.1566 1.0993 -0.3290
H -7.70673 -0.53274 -4.20677 0.6321 -0.5481 0.0701
H -4.90195 0.76941 1.56409 -0.0844 0.1719 0.1516
H 1.19532 0.59874 7.44617 -0.7706 0.7039 -1.1028
H -3.49135 -3.99222 -2.74929 -0.1159 -0.0499 -0.4233
H 6.32009 5.84036 3.07294 0.3494 -0.2534 -0.6738
H 4.83038 -1.25178 6.11922 -0.5991 0.5410 0.0273
H 4.28196 0.48935 6.10580 0.1985 -0.0569 -0.3324
C -3.98852 -4.51051 -0.72138 0.0936 -0.7034 -2.8103
H 0.85692 4.68646 0.69701 0.1327 -0.3087 0.1275
H 2.64405 6.47327 0.35560 -0.2474 0.0113 -0.8828
H -0.86596 -2.14888 4.68000 0.1963 -0.7024 0.2509
H -0.02860 3.66872 -5.37957 0.2204 0.2190 -0.2329
H 2.16550 2.91899 7.61723 0.1366 -0.1224 0.0834
H -6.78658 1.24497 0.15923 -0.3534 1.0855 0.3097
H -2.89167 -0.80204 -5.54878 -0.2889 0.5073 0.0120
C 3.97300 -0.55159 5.94333 -0.4650 -0.6646 0.1998
H -2.03691 -0.53006 -0.37758 0.1529 -0.4181 0.2837
H 3.23527 -0.52211 -1.56633 -0.1930 0.3618 -0.0687
C 0.81040 1.47425 6.82514 1.8800 -0.9812 2.1050
H 5.02926 4.10555 -0.77126 0.0582 -0.0160 0.7592
C 0.24941 5.11310 5.07008 1.3118 -0.9987 0.7382
H 1.72224 -5.95011 -5.64609 -0.3366 0.0629 0.2822
C -2.42909 5.49859 0.83556 0.6155 1.7090 -0.4124
C -0.53768 0.87948 1.56979 0.9283 -1.1728 0.9925
H 4.76801 -2.94753 -0.92921 0.0827 -0.1985 0.1239
H -5.41616 1.13717 -1.12250 -0.4747 0.4464 1.2251
H 2.83387 -0.04354 0.55221 -0.4120 -0.2716 -0.1424
O -2.73176 5.09392 2.13378 0.1785 -0.0611 0.2965
C -1.01811 -3.61083 3.21560 -1.6391 0.8251 0.1929
H 3.48828 0.80950 1.68801 0.1400 1.1799 0.1813
H -2.81569 2.54521 -2.77117 -0.1547 0.0386 0.1170
H 0.12165 6.22620 0.96764 0.0251 -0.0534 0.1706
H 3.14311 0.47753 -5.38552 0.1559 0.3211 0.0086
H -2.25368 -1.91964 2.73288 0.7601 1.3122 -0.2788
H -1.18831 -7.54564 2.82839 0.0258 0.0746 0.6865
C -3.47335 3.89612 2.08936 0.6193 -0.2097 -1.3744
H 2.34291 -2.03264 -1.89270 0.0438 0.4737 -0.3466
H -0.61980 -2.29687 -5.83564 -0.0794 0.1618 0.7427
C -0.73328 -2.10941 -4.73562 -1.2189 0.3867 -1.0061
H 4.34104 6.06217 0.74123 -0.9838 -0.5985 -0.0469
H -1.60948 2.07163 3.45492 -0.2047 -0.4481 0.3396
H 3.44750 3.53787 -4.50246 -0.0951 0.6559 -0.0693
H -0.68998 -3.92607 -0.50048 1.0537 0.0667 -0.0278
C 3.06889 2.44048 4.05445 -0.1567 0.3959 2.1478
H -3.18060 -8.89951 -1.22278 0.5076 0.7469 -0.0724
N -2.30645 -2.88784 2.90082 -0.9266 -2.4416 0.0110
C 6.43304 3.75025 3.31302 0.4564 -1.5114 -0.5687
H 6.44873 4.91077 1.50900 0.1887 0.2187 0.7195
C -7.11340 0.20577 -1.71937 -0.5287 0.0141 1.0901
C -2.79139 1.01325 -4.27350 -1.5210 -2.3082 3.2756
H 2.59150 -4.50851 -1.79908 0.7457 0.8795 0.8967
H -3.21787 -3.33129 0.79381 -0.1183 0.0639 -0.3707
C 1.09498 2.68906 7.65586 0.2310 0.4268 1.2606
H -5.10213 -1.94084 -7.37281 0.1488 -0.1413 0.2534
H 4.49102 -0.48049 -4.63900 -0.9367 0.5166 -0.0400
C -4.76223 -0.19344 1.07544 1.9087 -0.5136 -0.4998
H -3.76333 -0.14744 0.48885 -1.2951 -0.0935 1.4067
C -0.49388 0.84640 0.08711 0.3000 1.4652 -1.4307
N -1.00500 5.12174 -1.10656 -1.4002 0.1490 1.0278
N 2.09953 3.41877 -2.28862 0.4904 -1.1116 0.2597
H 1.42750 -3.97977 -3.96208 0.3278 -0.2138 -0.1893
H -7.67455 -0.65223 -1.36897 -1.0166 0.0051 0.1912
H 4.20527 2.86083 -2.57868 -0.0146 -0.0486 0.0262
H -5.45378 -0.62700 -5.10633 0.1258 -0.3092 -0.7850
H 2.93655 5.60766 1.79655 0.4270 -0.1206 -0.4744
H -7.72416 1.04855 -2.06725 -0.1798 -0.3332 0.1856
H 7.84586 5.23136 2.50820 1.8898 -0.0266 0.0718
H -1.58088 4.53890 -1.69041 -0.5224 -0.1022 -0.1202
H 1.05812 1.01665 -1.27380 -0.1682 -0.2680 -0.0299
H 0.22663 -2.30419 -4.25978 -0.2143 0.2227 0.1727
H 2.31772 -1.12282 2.71442 -0.2389 0.8418 -0.2232
H 3.67082 -4.69036 -4.94426 -0.2777 -0.2108 1.3508
H -5.52145 -0.78049 -2.29975 -0.0869 0.1651 -0.1918
H -4.19258 2.36024 -4.61584 -0.5818 -1.0791 -0.0363
H -2.14078 1.56824 -4.82270 2.0909 1.4780 -1.7253
H -1.28477 -5.20948 1.82240 -0.3174 -0.1821 0.4577
H 2.05848 -6.15049 -2.00828 -0.2437 0.0588 0.1791
H 2.55780 3.34712 4.48142 0.3433 -0.8405 -0.3313
```
Forces are in eV/Å.

Values from the calculation:
Energy above the lowest of the compared OMol25 structures with the same formula, charge and spin ... 217.6 kJ/mol
SMILES ... COC[C@H](C)N.COC[C@H](C)N.COC[C@H](C)N.COC[C@H](C)N.COC[C@H](C)N.COC[C@H](C)N.COC[C@H](C)N.COC[C@H](C)N.COC[C@H](C)N.COC[C@H](C)N.COCCNCCOC.COCCNCCOC
Orbital gap ... 9.492 eV
Spin multiplicity ... 1
LUMO level ... 0.6 eV
Charge ... 0

Atomic partial charges in e from the Löwdin method, atoms 1 to 8: 0.061 0.072 0.114 -0.234 0.107 0.082 0.100 -0.378